[1]
46
Properties=species:S:1:pos:R:3:lowdin_charge:R:1 method="wB97M-V/def2-TZVPD" homo_lumo_gap_ev="5.685 / 8.854" e_lumo_ev="2.246 / 2.206" e_tot_ev=-66951.0972 max_force_ha_per_bohr=0.0114 charge=-1 de_lowest_kcal_mol=21.6 multiplicity=2
Ti -0.98356 1.23848 -0.33657 1.2904
O 0.67860 -2.90082 -2.30127 0.0665
C -0.01001 -1.76522 -1.93705 -0.4648
O -1.01024 -1.86324 -1.24764 0.0656
C 0.60503 -0.54056 -2.40071 -0.1773
C 1.70299 -0.57568 -3.27637 -0.0177
C 2.20347 0.57567 -3.82269 -0.0644
C 1.55476 1.79180 -3.50704 0.0043
C 0.52626 1.79258 -2.61309 -0.1798
N 0.05499 0.65422 -1.99635 0.0383
C -0.20325 3.05892 -2.24371 -0.5371
O 0.05348 4.13093 -2.73522 0.1007
O -1.14916 2.84252 -1.34858 -0.0933
H 0.15807 -3.62286 -1.92668 0.1117
H 2.12186 -1.53774 -3.52919 0.1099
H 3.04350 0.54758 -4.50129 0.0953
H 1.83437 2.73810 -3.94601 0.1184
O 1.97312 3.21435 1.66445 0.0909
C 1.43172 2.18953 1.30713 -0.5631
O 0.79475 2.01624 0.19273 -0.1184
C 1.50562 0.90663 2.13166 -0.0860
C 1.63105 -0.29976 1.18948 -0.2386
C 2.07840 -1.55006 1.93895 -0.0910
C 0.81970 -1.86365 2.77549 -0.0861
C -0.15225 -0.78946 2.27491 -0.2483
O 0.24774 -0.60110 0.90273 -0.1099
C 0.18671 0.56789 2.89434 -0.0882
C -0.98939 1.52883 2.70433 -0.5373
O -1.47677 2.12957 3.63599 0.0933
O -1.47204 1.56697 1.48738 -0.1080
H 2.34167 0.98444 2.83036 0.1549
H 2.14568 -0.08576 0.25394 0.1645
H 2.97108 -1.38071 2.53990 0.1153
H 2.28540 -2.35197 1.22987 0.1130
H 0.98524 -1.77054 3.84873 0.1144
H 0.44335 -2.86640 2.57667 0.1102
H -1.20165 -1.04562 2.29305 0.1279
H 0.36449 0.49715 3.96931 0.1529
N -2.95634 -1.39408 0.89722 0.0166
N -3.94918 -1.06048 -0.01379 -0.0168
C -3.71873 -0.12217 -1.01612 -0.6517
O -4.49055 -0.05312 -1.95005 0.0568
O -2.65391 0.62261 -0.88293 -0.1262
H -3.39292 -1.59807 1.78697 0.0880
H -2.37743 -2.15817 0.56182 0.0702
H -4.55573 -1.79772 -0.35504 0.1339

---

[2]
78
Properties=species:S:1:pos:R:3:lowdin_charge:R:1 method="wB97M-V/def2-TZVPD" homo_lumo_gap_ev=10.503 e_lumo_ev=0.116 e_tot_ev=-62321.0805 max_force_ha_per_bohr=0.1537 charge=0 de_lowest_kcal_mol=190.2
C 3.42197 -3.61902 0.51449 0.0210
C 2.66146 -2.36536 -0.10348 -0.2534
C 1.21350 -2.53484 -0.29538 -0.0271
O 0.73071 -1.77986 0.86470 0.1338
C 1.61873 -1.24529 1.52044 -0.6645
O 1.47315 -0.68207 2.62654 0.0894
O 2.80368 -1.42615 0.98279 0.1102
H 4.45067 -3.35412 0.35453 0.0805
H 3.20317 -4.57619 0.00008 0.1040
H 3.30761 -3.66181 1.49941 0.0374
H 3.29387 -2.20006 -0.86658 0.0949
H 0.88624 -3.57023 -0.31391 0.1356
H 0.78609 -2.21824 -1.30678 0.1530
C 3.29370 -1.49355 -4.25097 -0.0186
C 3.27524 -0.34614 -5.13784 -0.3025
C 2.47169 -0.70543 -6.44357 -0.0787
O 1.33217 0.16632 -6.46396 0.0954
C 1.45386 0.92768 -5.38423 -0.6453
O 0.49310 1.62758 -5.22325 0.1513
O 2.48329 0.73142 -4.69035 0.1591
H 3.76609 -1.26316 -3.21225 0.1309
H 3.61893 -2.39361 -4.72108 0.0965
H 2.33530 -1.65278 -4.02501 0.0458
H 4.20973 0.07452 -5.47255 0.1513
H 2.18500 -1.72287 -6.66099 0.1206
H 3.22408 -0.54253 -7.33949 0.1581
C 0.98293 0.66928 7.34822 0.0097
C 2.09882 1.00420 6.34125 -0.2786
C 1.64681 1.68906 5.03533 -0.0515
O 2.06206 3.04495 5.36502 0.0804
C 2.94887 3.12108 6.33750 -0.5770
O 3.60103 4.08347 6.60113 0.1519
O 3.02912 1.90187 6.96675 0.0612
H 0.84293 1.44519 7.99822 0.0700
H 1.28776 -0.14746 7.83885 0.0278
H 0.21151 0.02304 6.86081 0.1190
H 2.73648 0.11289 5.92314 0.1818
H 0.65810 1.64919 5.14759 0.0619
H 1.92094 1.27054 4.11357 0.0991
C -3.91657 2.64110 -4.44008 -0.0086
C -2.44710 2.37505 -3.98451 -0.3573
C -1.99734 3.13349 -2.71601 -0.1575
O -1.19645 2.34282 -2.00016 0.0899
C -1.21080 1.10676 -2.57452 -0.5325
O -0.62508 0.18539 -2.19544 0.1914
O -2.06649 1.13103 -3.65142 0.0875
H -4.27053 3.64763 -4.23716 0.0770
H -4.56524 2.04866 -3.69233 0.1036
H -4.27534 2.17107 -5.36318 0.0798
H -1.80462 2.63939 -4.88782 0.1542
H -2.82215 3.37787 -2.30981 0.0508
H -1.51998 4.16992 -2.81462 0.1755
C 0.20417 2.49986 1.30879 0.0190
C -1.09615 2.50931 2.05593 -0.2877
C -2.18074 1.76559 1.40414 -0.1098
O -2.74295 1.05727 2.48924 0.0205
C -2.20644 1.32250 3.70932 -0.5169
O -2.56550 0.77697 4.73337 0.1427
O -1.05278 1.93885 3.40457 0.0657
H 0.49185 1.45337 1.10023 0.0964
H 1.00750 2.85222 1.97271 0.1066
H 0.14524 2.98738 0.46407 0.0250
H -1.41425 3.54275 2.35161 0.1732
H -1.92564 1.15284 0.57635 0.1117
H -3.06991 2.41923 1.11983 0.1608
C -2.97553 -2.47245 1.53252 -0.0230
C -3.58484 -2.76201 0.13740 -0.3239
C -2.77222 -2.07653 -0.96883 -0.1473
O -2.21066 -3.13117 -1.63714 0.0435
C -2.68211 -4.33193 -1.20911 -0.5354
O -2.40712 -5.43265 -1.61705 0.1437
O -3.50402 -4.15589 -0.15668 0.0721
H -1.92351 -2.71399 1.59239 0.0616
H -3.60593 -3.12120 2.31926 0.1302
H -2.99075 -1.38304 1.95787 0.1048
H -4.72635 -2.59953 0.07073 0.1731
H -1.96292 -1.59606 -0.42258 0.1065
H -3.55115 -1.51340 -1.75057 0.1989

---

[3]
16
Properties=species:S:1:pos:R:3:lowdin_charge:R:1 method="wB97M-V/def2-TZVPD" homo_lumo_gap_ev="8.218 / 8.219" e_lumo_ev="0.521 / 0.521" e_tot_ev=-11349.1573 max_force_ha_per_bohr=0.0896 charge=0 de_lowest_kcal_mol=114.3
C -2.54088 0.20585 -0.35880 -0.4895
C -1.19976 -0.59103 2.16067 0.0583
C 0.42842 -1.68485 1.26894 -0.2076
C 0.06732 -0.45290 1.70295 -0.2830
N 1.03283 -1.95007 0.03897 0.0632
N 1.37133 3.17249 -2.22580 0.0301
O -3.53178 0.40949 0.15507 0.2193
O -1.51427 0.07326 -0.85695 0.1735
H -1.38646 -1.50630 2.74545 0.0137
H 0.36737 -2.68458 1.76635 0.1399
H 0.40066 0.44549 1.13690 0.1006
H 1.56208 -1.20850 -0.47743 0.1171
H 0.77268 2.61935 -2.86145 0.0260
H 0.90013 2.93307 -1.40469 -0.0315
H 2.32554 2.98221 -2.22981 -0.0232
H 0.94479 -2.76297 -0.56038 0.0932